(1)
Formula: H3N6
Source: the OMol25 dataset
Level of theory: ωB97M-V with the def2-TZVPD basis set

Output
Total charge: +1

XYZ file:
```
9
Properties=species:S:1:pos:R:3:forces:R:3
N 1.8124 0.5545 0.0082 2.057 -0.163 -0.084
N 0.6728 1.0787 0.0319 -0.651 1.112 0.050
N 0.3746 -1.0549 0.0490 -0.455 -0.886 -0.083
N 1.6342 -0.7614 0.0159 -0.785 0.721 0.069
N -0.1869 0.0936 0.0761 -3.930 -0.138 -0.746
N -2.0738 0.3246 -0.3512 3.300 -0.967 -0.144
H 2.3886 -1.4452 -0.0255 -0.107 0.038 0.065
H -2.1295 1.3434 -0.2659 0.325 0.178 0.418
H -2.4925 -0.1333 0.4615 0.246 0.105 0.456
```
Forces are in eV/Å.

(2)
Formula: C3H11NO2
Source: the OMol25 dataset
Level of theory: ωB97M-V with the def2-TZVPD basis set

Output
SMILES string: CCNCO.O

XYZ file:
```
17
Properties=species:S:1:pos:R:3:forces:R:3
C 0.0391 0.1130 -0.8559 0.121 -0.150 -0.112
N 0.3029 0.0773 0.5809 -0.150 0.203 -0.145
C 1.4325 -0.7120 1.0055 -0.567 0.068 0.120
O 2.6706 -0.3429 0.4323 0.177 0.039 -0.029
C -0.8337 1.3002 -1.2192 -0.082 -0.091 -0.150
H 0.9646 0.1345 -1.4502 -0.066 0.137 0.155
H -0.4776 -0.8152 -1.1293 0.038 0.003 -0.021
H 0.3448 1.0175 0.9595 0.184 -0.071 -0.088
H 1.5146 -0.5617 2.0803 0.127 -0.156 0.028
H 1.2040 -1.7616 0.7976 0.101 -0.002 0.040
H 2.8534 -0.9044 -0.3243 0.019 0.015 -0.038
H -0.9241 1.3793 -2.2993 0.033 0.032 -0.130
H -1.8428 1.1969 -0.8258 -0.021 0.007 0.191
H -0.4092 2.2340 -0.8519 0.058 0.040 0.026
H -2.8388 -1.2430 0.7093 -0.019 0.044 0.106
H -1.5615 -0.4349 1.0125 -0.117 -0.134 0.394
O -2.4389 -0.6769 1.3780 0.165 0.016 -0.349
```
Forces are in eV/Å.

What E_tot values result from the calculations? In sequence: -329.873944; -326.124716 a.u..
What energy above the lowest of the compared OMol25 structures with the same formula, charge and spin values result from the calculations? In sequence: 1.841; 0.184 eV.